Formula: C24H25N5O2
Source: the OMol25 dataset
Level of theory: the ωB97M-V functional and the def2-TZVPD basis

Properties
Energy relative to the best compared isomer or geometry (same formula, charge and spin)   129.1 kJ/mol
2S+1   1
Structure (SMILES)   Cc1nn(-c2ccccc2)c2[nH]c(=O)c(CNc3ccc(N4CCOCC4)cc3)cc12
Gap between HOMO and LUMO   7.661 eV
DFT total energy   -36839.369 eV
Total charge   0

Geometry as XYZ:
```
56
Properties=species:S:1:pos:R:3:forces:R:3:mulliken_charge:R:1
C 1.776 0.933 3.456 -0.013 -0.052 0.040 -1.188
C 1.531 -0.497 3.148 -0.112 -0.493 -0.222 0.522
N 1.247 -1.377 4.078 0.097 0.608 0.690 -1.184
N 1.093 -2.586 3.479 0.165 0.103 -0.811 0.776
C 0.795 -3.718 4.248 -0.166 -0.437 0.398 0.527
C 1.252 -4.980 3.882 -0.011 0.218 -0.074 -0.410
C 0.928 -6.076 4.662 -0.079 -0.074 0.050 -0.736
C 0.169 -5.921 5.809 0.031 -0.112 0.018 -0.404
C -0.258 -4.658 6.188 0.034 -0.008 -0.042 -0.545
C 0.050 -3.557 5.412 0.006 0.083 -0.108 -0.429
C 1.260 -2.464 2.141 0.152 1.017 0.053 -0.097
N 1.134 -3.378 1.154 -0.094 -0.385 0.204 -0.053
C 1.313 -3.041 -0.188 -0.049 -0.087 0.194 -0.060
O 1.171 -3.905 -1.036 0.023 -0.046 -0.243 -0.736
C 1.658 -1.652 -0.455 0.114 0.368 -0.191 0.291
C 1.859 -1.326 -1.916 -0.125 -0.153 0.068 -0.868
N 2.057 0.080 -2.159 0.556 -0.153 -0.085 -0.137
C 0.995 0.958 -2.283 -0.190 0.334 0.008 0.622
C 1.194 2.205 -2.872 0.035 -0.189 0.089 -1.479
C 0.171 3.126 -2.974 -0.160 0.049 -0.024 -0.275
C -1.105 2.845 -2.484 0.182 -0.205 0.140 0.848
N -2.159 3.766 -2.500 -0.199 0.267 0.164 -0.042
C -3.462 3.327 -2.963 -0.149 -0.007 -0.426 -0.692
C -3.581 3.504 -4.484 -0.114 -0.273 0.256 -0.577
O -3.359 4.845 -4.865 -0.083 0.107 0.006 -0.409
C -2.083 5.283 -4.447 0.205 0.111 0.246 -0.373
C -1.929 5.130 -2.928 0.002 0.078 -0.315 -1.001
C -1.293 1.602 -1.875 -0.036 0.165 -0.154 -0.893
C -0.276 0.676 -1.780 0.156 -0.130 -0.112 -0.140
C 1.766 -0.727 0.531 -0.086 -0.398 -0.122 -0.390
C 1.554 -1.123 1.871 -0.137 -0.796 0.400 0.341
H 2.785 1.214 3.156 0.049 0.082 0.013 0.301
H 1.073 1.560 2.909 -0.016 0.098 0.007 0.313
H 1.659 1.101 4.522 0.004 0.070 0.051 0.369
H 1.888 -5.106 3.019 0.090 0.001 -0.057 0.525
H 1.282 -7.055 4.375 0.033 -0.071 -0.023 0.367
H -0.080 -6.781 6.412 -0.016 -0.074 0.053 0.381
H -0.838 -4.531 7.089 -0.051 0.026 0.070 0.369
H -0.266 -2.565 5.690 -0.038 0.062 0.026 0.448
H 0.847 -4.330 1.342 0.045 0.137 -0.114 0.246
H 2.737 -1.877 -2.267 -0.110 0.060 -0.076 0.478
H 0.997 -1.723 -2.473 0.136 0.042 -0.009 0.329
H 2.854 0.314 -2.728 -0.114 -0.086 0.040 0.219
H 2.171 2.454 -3.265 0.095 0.030 -0.032 0.290
H 0.387 4.070 -3.452 -0.027 0.069 -0.048 0.304
H -3.629 2.282 -2.708 -0.051 0.042 0.033 0.354
H -4.224 3.941 -2.469 -0.025 -0.104 -0.035 0.313
H -4.585 3.253 -4.830 0.058 -0.072 0.013 0.381
H -2.849 2.848 -4.981 -0.079 0.033 0.027 0.313
H -2.010 6.331 -4.746 0.081 -0.050 0.019 0.358
H -1.306 4.701 -4.966 -0.043 0.074 0.021 0.320
H -0.948 5.468 -2.596 -0.019 0.046 0.019 0.482
H -2.690 5.752 -2.441 0.101 0.038 -0.052 0.386
H -2.253 1.355 -1.447 -0.077 0.005 0.056 0.453
H -0.471 -0.269 -1.297 -0.019 -0.097 0.059 0.366
H 2.002 0.299 0.297 0.039 0.128 -0.160 0.528
```
Positions in Å, forces in eV/Å.


Formula: C24H26BrCaN10O4Se4
Source: the OMol25 dataset
Level of theory: the ωB97M-V functional and the def2-TZVPD basis

Properties
Energy relative to the best compared isomer or geometry (same formula, charge and spin)   112.5 kJ/mol
2S+1   1
Gap between HOMO and LUMO   4.632 eV
DFT total energy   -398270.814 eV
Total charge   -1

Geometry as XYZ:
```
70
Properties=species:S:1:pos:R:3:forces:R:3:mulliken_charge:R:1
Ca 0.020 -1.539 1.165 0.803 -0.011 -0.312 2.006
Br -1.742 5.970 2.262 -0.006 -0.004 -0.002 -0.192
C -2.916 5.014 1.122 0.012 0.005 -0.004 0.063
C -2.417 4.426 -0.029 -0.013 -0.001 -0.003 -0.556
C -3.267 3.711 -0.856 -0.010 -0.041 0.004 -0.098
C -4.616 3.589 -0.530 0.014 -0.015 0.027 0.126
C -5.109 4.230 0.599 0.010 0.000 0.017 -0.211
C -4.259 4.927 1.444 -0.030 -0.007 -0.014 -0.477
N -5.589 2.957 -1.380 0.028 -0.098 -0.039 -0.441
N -5.411 1.840 -1.896 0.015 0.088 0.031 -0.550
C -4.279 1.025 -1.587 0.019 0.063 0.026 -0.121
C -3.577 0.522 -2.655 0.039 -0.038 0.017 -0.504
C -2.384 -0.184 -2.490 0.046 0.089 -0.061 -0.927
C -1.850 -0.451 -1.227 -0.030 -0.118 -0.104 0.209
O -0.725 -1.050 -1.054 -0.046 -0.193 0.453 -0.086
C -2.678 -0.062 -0.093 -0.106 -0.017 0.063 0.220
N -2.270 -0.470 1.139 0.281 -0.069 -0.069 -0.618
C -2.991 -0.186 2.196 0.031 -0.003 -0.051 -0.388
C -4.207 0.512 2.112 -0.019 0.000 0.011 -1.055
C -4.643 0.928 0.887 -0.040 0.032 0.019 -0.549
C -3.876 0.666 -0.270 0.003 0.032 -0.018 1.061
H -1.367 4.517 -0.272 0.003 -0.006 -0.011 0.433
H -2.875 3.239 -1.746 -0.007 -0.021 -0.019 0.435
H -6.169 4.171 0.811 -0.002 -0.002 0.013 0.441
H -4.637 5.406 2.336 -0.005 -0.002 -0.002 0.415
H -3.945 0.732 -3.653 -0.012 0.008 0.004 0.379
H -1.831 -0.530 -3.354 -0.006 0.007 0.001 0.429
H -2.611 -0.533 3.152 -0.002 -0.008 0.007 0.527
H -4.783 0.698 3.008 0.000 0.007 -0.002 0.423
H -5.591 1.442 0.791 0.017 -0.014 0.016 0.589
N 1.704 0.786 1.141 0.152 -0.053 0.031 -0.156
N 2.066 1.276 2.432 0.124 -0.165 -0.061 -0.425
C 1.603 0.498 3.456 0.229 -0.173 0.078 -0.006
N 2.171 0.646 4.645 -0.255 0.322 0.044 -0.179
N 0.660 -0.374 3.158 -0.046 0.091 0.079 -0.265
N 0.226 -1.280 4.087 -1.373 0.488 -0.378 1.243
O 0.063 -1.013 5.274 0.466 -0.087 -0.011 -0.715
O -0.353 -2.224 3.513 0.031 -0.203 0.360 -0.658
H 2.423 0.107 0.869 0.002 0.013 -0.023 0.071
H 1.802 1.572 0.511 -0.137 -0.008 -0.036 0.221
H 3.106 1.338 2.510 -0.067 0.029 0.013 0.151
H 3.048 1.136 4.711 0.101 -0.131 -0.033 0.245
H 1.792 0.129 5.422 0.100 -0.138 -0.022 0.225
Se 1.974 -4.577 3.695 -0.016 -0.032 -0.037 -0.610
Se 2.874 -2.570 4.344 0.275 -0.162 0.015 -0.324
Se 3.735 -1.869 2.233 -0.067 0.013 -0.043 0.117
Se 5.095 0.012 2.551 -0.120 0.118 0.016 -0.718
C 4.822 -0.599 -4.856 -0.013 -0.002 0.023 -1.477
C 4.055 -0.715 -3.568 0.063 -0.010 -0.053 1.210
C 2.768 -0.211 -3.438 -0.075 0.030 -0.010 -0.935
C 2.094 -0.360 -2.235 0.075 -0.070 0.014 -0.292
N 2.620 -0.968 -1.172 -0.039 0.087 -0.101 0.275
C 3.863 -1.438 -1.291 -0.036 0.003 0.051 -0.248
C 4.605 -1.341 -2.457 -0.006 -0.001 0.017 -0.942
H 4.383 0.151 -5.513 -0.003 0.003 0.001 0.359
H 4.823 -1.552 -5.389 0.000 -0.003 0.000 0.286
H 5.862 -0.329 -4.669 0.001 0.001 0.002 0.370
H 2.289 0.297 -4.266 -0.002 0.002 0.004 0.352
H 1.077 -0.004 -2.115 -0.017 0.018 -0.009 0.266
H 4.281 -1.904 -0.405 0.018 -0.013 -0.005 0.314
H 5.613 -1.736 -2.486 0.000 -0.005 0.013 0.418
C 2.463 -5.019 -0.835 0.037 -0.030 0.034 -1.275
C 1.395 -3.965 -0.794 0.009 0.108 -0.182 0.522
N 0.864 -3.553 -1.964 -0.086 0.028 0.068 -0.201
O 1.021 -3.490 0.271 -0.353 0.273 0.148 -0.538
H 2.132 -5.892 -1.398 -0.011 0.002 -0.005 0.404
H 2.706 -5.293 0.189 0.014 -0.004 -0.003 0.264
H 3.352 -4.613 -1.321 0.004 0.004 0.010 0.298
H 1.262 -3.835 -2.841 0.038 -0.021 0.014 0.181
H 0.258 -2.736 -1.931 -0.005 0.013 -0.022 0.189
```
Positions in Å, forces in eV/Å.


Formula: C24H26CdClN6O8
Source: the OMol25 dataset
Level of theory: the ωB97M-V functional and the def2-TZVPD basis

Properties
2S+1   1
Gap between HOMO and LUMO   8.275 eV
DFT total energy   -67716.281 eV
Total charge   +1

Geometry as XYZ:
```
66
Properties=species:S:1:pos:R:3:forces:R:3:mulliken_charge:R:1
Cd 0.244 0.474 -0.683 0.019 -0.224 0.319 1.349
O 2.735 3.448 1.725 0.001 -0.012 0.026 -0.450
C 2.087 2.449 1.145 0.003 -0.075 0.043 -0.118
O 1.960 2.317 -0.050 -0.008 0.037 -0.010 -0.580
C 1.527 1.460 2.123 -0.044 0.043 -0.061 -0.174
C 1.852 1.416 3.466 -0.014 0.056 0.045 -0.440
C 1.294 0.401 4.235 -0.012 -0.029 0.005 -0.736
C 0.442 -0.517 3.643 -0.032 0.057 0.035 -0.590
C 0.159 -0.383 2.290 0.004 0.058 -0.024 0.229
N 0.701 0.584 1.563 0.059 -0.084 0.032 1.297
C -0.745 -1.351 1.540 -0.101 -0.014 -0.304 0.561
O -1.036 -2.403 2.127 0.037 -0.287 -0.032 -0.940
O -1.094 -1.022 0.369 0.146 -0.144 0.221 -0.970
H 3.078 4.041 1.038 0.021 0.029 -0.045 0.404
H 2.523 2.150 3.889 -0.006 -0.009 0.001 0.599
H 1.533 0.325 5.288 -0.012 0.015 -0.004 0.499
H -0.015 -1.325 4.196 0.021 -0.006 -0.003 0.603
N -0.945 -4.410 0.211 0.098 -0.071 0.101 0.103
C 0.238 -3.811 -0.495 0.118 0.044 -0.053 0.017
C 1.482 -3.919 0.368 -0.017 0.041 0.022 -0.974
C 2.600 -3.069 -0.246 0.038 0.003 -0.026 -0.167
N 2.333 -1.620 -0.060 -0.093 -0.082 -0.083 -0.267
C 2.794 -3.458 -1.717 -0.048 0.050 0.019 -1.407
C 1.519 -3.521 -2.564 -0.014 0.036 0.005 -0.181
N 0.939 -2.192 -2.731 -0.038 0.161 -0.065 -0.373
C 0.475 -4.406 -1.869 -0.007 -0.008 0.053 -1.258
H -1.120 -3.840 1.071 -0.103 0.333 0.092 0.328
H -0.787 -5.382 0.471 -0.010 -0.045 -0.041 0.395
H -1.779 -4.360 -0.373 -0.021 0.008 0.004 0.436
H -0.009 -2.764 -0.625 -0.143 0.132 0.051 0.115
H 1.823 -4.960 0.397 -0.004 0.006 0.050 0.498
H 1.284 -3.604 1.395 -0.029 0.051 -0.005 0.375
H 3.523 -3.328 0.281 0.036 -0.054 -0.043 0.332
H 2.979 -1.102 -0.648 0.029 0.019 -0.024 0.268
H 2.577 -1.370 0.894 -0.005 -0.004 0.016 0.150
H 3.236 -4.458 -1.727 0.067 0.028 -0.006 0.448
H 3.526 -2.795 -2.188 -0.033 0.012 -0.005 0.446
H 1.781 -3.987 -3.520 0.004 -0.043 0.002 0.399
H 0.146 -2.212 -3.363 -0.014 -0.026 -0.010 0.240
H 1.592 -1.543 -3.153 0.034 0.058 0.036 0.258
H 0.844 -5.434 -1.800 -0.034 -0.005 0.001 0.380
H -0.446 -4.417 -2.461 0.013 0.013 0.002 0.472
O -2.265 3.362 -5.261 -0.003 0.012 0.003 -0.541
C -2.698 3.942 -4.159 -0.016 -0.031 0.012 0.467
O -3.438 4.889 -4.171 -0.003 0.017 0.014 -0.570
C -2.238 3.367 -2.849 0.047 -0.004 -0.002 -0.029
C -2.680 3.816 -1.614 -0.095 -0.067 -0.055 0.123
Cl -3.839 4.981 -1.221 0.028 0.016 0.056 -0.102
N -2.065 3.088 -0.654 0.046 0.083 0.132 0.215
N -1.239 2.191 -1.208 0.050 -0.021 -0.169 -0.767
C -1.326 2.340 -2.521 0.020 0.069 -0.009 0.159
C -0.455 1.452 -3.382 0.076 -0.115 -0.020 1.172
O -0.611 1.460 -4.597 0.001 0.075 0.018 -0.811
O 0.405 0.727 -2.767 -0.043 -0.023 -0.268 -0.330
C -2.131 3.182 0.771 -0.062 -0.057 0.023 0.234
C -1.922 4.396 1.407 0.086 0.011 0.001 -0.322
C -1.948 4.441 2.793 0.010 0.017 0.008 -0.714
C -2.169 3.285 3.530 0.014 -0.008 -0.021 -0.686
C -2.376 2.076 2.879 -0.001 -0.007 0.014 -0.665
C -2.364 2.021 1.493 -0.090 -0.010 -0.051 -0.346
H -1.647 2.605 -5.075 0.028 -0.031 -0.004 0.466
H -1.733 5.290 0.830 -0.021 -0.005 -0.023 0.519
H -1.792 5.386 3.296 -0.001 -0.006 0.005 0.419
H -2.192 3.330 4.611 -0.005 0.002 -0.009 0.455
H -2.573 1.177 3.449 -0.001 0.013 -0.009 0.500
H -2.552 1.092 0.968 0.030 0.000 0.014 0.576
```
Positions in Å, forces in eV/Å.


Formula: C24H26Cl2HgNO3
Source: the OMol25 dataset
Level of theory: the ωB97M-V functional and the def2-TZVPD basis

Properties
2S+1   1
Gap between HOMO and LUMO (spin up / spin down)   4.144 / 4.174 eV
DFT total energy   -62159.263 eV
Total charge   -1

Geometry as XYZ:
```
57
Properties=species:S:1:pos:R:3:forces:R:3:mulliken_charge:R:1
C -1.098 0.933 -1.879 0.266 -0.386 0.124 -0.283
C 0.173 1.564 -1.888 2.232 -0.590 -0.493 -1.045
C 1.157 0.577 -2.177 -1.086 2.961 0.549 0.197
H 0.382 2.609 -1.686 -0.091 -0.193 -0.112 0.453
C 0.490 -0.679 -2.286 -2.916 -0.995 -0.216 -0.044
C -0.904 -0.449 -2.132 1.667 -1.177 -0.485 -0.851
H 0.968 -1.642 -2.482 -0.283 0.344 0.137 0.501
C -0.745 1.304 1.913 1.226 -2.474 1.057 -0.342
C -0.256 2.531 1.369 2.019 0.490 -0.256 -0.810
C 1.164 2.458 1.335 -0.491 0.116 -0.031 -0.611
H -0.863 3.363 1.017 0.170 -0.185 0.116 0.446
C 1.553 1.171 1.811 0.161 1.239 -0.258 -0.436
C 0.370 0.484 2.224 -2.723 0.556 -0.146 -0.873
H 2.217 0.753 -2.324 -0.137 -0.005 0.128 0.340
H -1.677 -1.210 -2.174 0.227 0.208 0.175 0.363
H -2.046 1.419 -1.674 0.158 -0.131 -0.054 0.414
H 0.340 -0.510 2.675 -0.122 0.340 -0.381 0.311
H 1.855 3.224 0.984 -0.343 -0.245 -0.004 0.388
H -1.791 1.021 2.042 0.446 0.097 -0.049 0.391
Hg 0.672 -3.656 0.665 -0.572 -1.311 -1.523 0.029
C 2.913 0.528 1.726 0.029 -0.182 -0.170 3.195
C 3.237 -0.254 3.010 -0.178 0.071 0.271 -1.901
C 4.047 1.545 1.506 0.014 0.082 -0.006 -2.257
H 3.242 0.439 3.863 -0.017 -0.093 -0.147 0.444
H 4.240 -0.704 2.944 -0.345 0.028 -0.038 0.435
H 2.499 -1.041 3.201 0.319 0.186 -0.039 0.377
H 4.069 2.277 2.324 -0.028 -0.105 -0.160 0.433
H 3.958 2.085 0.554 -0.105 -0.121 0.204 0.406
H 5.015 1.024 1.502 -0.221 0.055 -0.039 0.450
C 2.832 -0.418 0.460 -0.115 -0.046 -0.797 1.789
C 3.228 -1.850 0.647 -2.182 -1.342 2.865 -0.749
H 3.489 -0.015 -0.321 -0.324 0.098 0.306 -0.578
H 1.817 -0.434 0.022 0.156 0.087 0.406 -0.579
O 2.580 -2.623 1.427 3.627 2.966 -1.350 -0.544
N 4.317 -2.277 -0.086 1.307 -0.626 -0.479 -0.069
C 4.081 -2.673 -1.506 -0.144 -0.155 0.652 -1.049
H 4.876 -2.955 0.434 -0.671 -0.108 -0.406 0.385
C 4.163 -1.522 -2.485 0.533 0.238 -0.273 1.065
C 3.544 -1.620 -3.739 0.062 0.083 0.224 -0.499
H 2.975 -2.523 -3.972 0.013 0.316 0.058 0.386
C 3.667 -0.599 -4.680 0.216 0.094 0.102 -0.465
H 3.152 -0.681 -5.639 0.165 0.019 0.269 0.364
C 4.460 0.523 -4.402 -0.070 -0.211 0.053 -0.525
H 4.584 1.305 -5.158 -0.094 -0.263 0.360 0.355
C 5.113 0.611 -3.169 -0.033 -0.207 0.100 -0.414
H 5.759 1.468 -2.951 -0.278 -0.318 -0.075 0.372
C 4.966 -0.406 -2.212 0.043 0.185 -0.513 -0.383
H 5.507 -0.349 -1.263 -0.300 -0.029 -0.309 0.279
H 3.102 -3.188 -1.585 0.417 0.160 -0.061 0.238
H 4.869 -3.410 -1.731 -0.349 0.243 -0.066 0.418
Cl -4.241 -3.799 -0.067 -0.350 -0.086 0.109 -0.212
C -3.720 -2.684 1.220 0.802 0.677 -0.470 0.143
Cl -4.099 -3.249 2.844 -0.378 -0.090 0.037 -0.196
C -2.180 -2.501 1.041 1.332 -0.697 0.832 0.314
O -1.834 -1.466 0.444 -0.427 -0.734 0.428 -0.492
O -1.459 -3.437 1.548 -2.096 1.669 -0.300 -0.710
H -4.179 -1.705 1.039 -0.136 -0.504 0.145 0.234
```
Positions in Å, forces in eV/Å.